66
Properties=species:S:1:pos:R:3 method="wB97M-V/def2-TZVPD" e_lumo_ev=0.70 e_homo_ev=-9.37 total_charge=0 smiles=c1ccncc1.c1ccncc1.c1ccncc1.c1ccncc1.c1ccncc1.c1ccncc1
C 0.2383 -0.5659 0.0210
C 1.1954 -1.5212 0.3271
C 2.4770 -1.3441 -0.1863
N 2.8494 -0.3207 -0.9663
C 1.9177 0.6199 -1.1396
C 0.5909 0.5609 -0.7269
H -0.7418 -0.4820 0.4792
H 1.0762 -2.2491 1.1196
H 3.2479 -2.0848 0.0010
H 2.2532 1.4947 -1.6930
H -0.1153 1.3728 -0.7679
C -0.2383 3.7388 0.0944
C -1.5269 4.0823 -0.2688
C -2.5576 3.8468 0.6396
N -2.3925 3.1555 1.7594
C -1.1362 2.8812 2.1215
C -0.0196 3.1360 1.3267
H 0.6389 4.0429 -0.4675
H -1.7072 4.5623 -1.2215
H -3.5413 4.2047 0.3551
H -0.9774 2.3444 3.0496
H 0.9409 2.7405 1.6253
C 4.7271 -4.2685 1.6141
C 4.5982 -3.3240 2.6283
C 3.3662 -3.1967 3.2401
N 2.3121 -3.9810 2.9711
C 2.4768 -4.8085 1.9424
C 3.6093 -5.0079 1.1957
H 5.6715 -4.4256 1.1065
H 5.4571 -2.7117 2.8621
H 3.2206 -2.5085 4.0675
H 1.5588 -5.3351 1.6684
H 3.6894 -5.7228 0.3933
C -2.9731 1.4078 -4.0204
C -3.8128 2.3833 -4.5702
C -3.3544 3.6903 -4.5927
N -2.1438 4.0866 -4.2264
C -1.3674 3.1457 -3.6806
C -1.7244 1.8123 -3.5617
H -3.3098 0.3868 -3.8977
H -4.8029 2.0623 -4.8607
H -4.0447 4.4033 -5.0384
H -0.3726 3.4396 -3.3647
H -1.1245 1.0795 -3.0368
C 2.8628 0.8212 5.3292
C 1.6409 0.4952 5.8639
C 0.6520 0.0479 4.9744
N 0.7905 -0.0221 3.6616
C 1.9519 0.4253 3.1598
C 3.0128 0.8530 3.9416
H 3.5972 1.2337 6.0147
H 1.4754 0.4750 6.9316
H -0.3010 -0.1539 5.4562
H 2.1505 0.3932 2.0936
H 3.9666 1.2279 3.5950
C -2.8964 -2.4250 -4.2740
C -4.2214 -2.0428 -4.0686
C -4.6151 -1.6913 -2.7726
N -3.7293 -1.5111 -1.7908
C -2.4715 -1.9047 -2.0020
C -2.0065 -2.3548 -3.2171
H -2.6747 -2.7295 -5.2890
H -4.9371 -2.1805 -4.8678
H -5.6152 -1.3315 -2.5658
H -1.8030 -1.8535 -1.1528
H -0.9582 -2.5949 -3.3415

=====

92
Properties=species:S:1:pos:R:3 method="wB97M-V/def2-TZVPD" e_lumo_ev="-2.60 / -4.43" e_homo_ev="-8.24 / -9.47" total_charge=+1 multiplicity=4
Co 2.6479 -0.5021 0.7410
N 3.9243 1.0516 0.8303
C 3.4340 2.1081 -0.0561
C 4.0717 3.3115 -0.2338
C 3.5333 4.2596 -1.1088
C 2.3623 3.9741 -1.7834
C 1.7034 2.7568 -1.6043
C 0.4867 2.3967 -2.2907
C -0.1181 1.2355 -2.0090
C 0.4110 0.2983 -1.0002
N 1.7103 0.5518 -0.5177
C 2.2499 1.7969 -0.7323
H 4.1116 1.4209 1.7560
H 4.7983 0.6841 0.4672
H 4.9876 3.5252 0.3091
H 4.0328 5.2085 -1.2549
H 1.9356 4.7049 -2.4638
H 0.0711 3.0885 -3.0155
H -1.0527 0.9586 -2.4823
H 0.2426 -0.7537 -1.2214
Cl 1.0949 -7.3046 2.7498
C 1.1798 -5.6744 2.1506
C 0.2795 -5.2667 1.1703
C 0.3724 -3.9736 0.6833
Cl -0.7139 -3.5041 -0.5988
C 1.3101 -3.0410 1.1430
O 1.3330 -1.8221 0.6294
C 2.2131 -3.4833 2.1660
C 3.2027 -2.6793 2.7220
O 3.3834 -1.3465 2.3989
C 2.1292 -4.8196 2.6326
H -0.4635 -5.9490 0.7807
H 3.9202 -3.0771 3.4255
H 2.8331 -5.1607 3.3856
C -2.1375 4.1223 -0.2664
Si -3.4839 3.0705 -1.0175
C -5.1619 3.7693 -0.5875
C -3.2863 3.0627 -2.8785
Si -3.3695 0.8892 -0.1502
Te -1.0266 0.5913 0.8022
Si -4.4906 0.8050 1.9103
C -3.8559 2.2328 2.9390
C -4.0946 -0.8065 2.7655
C -6.3333 0.9653 1.6705
Si -4.2274 -0.6326 -1.7086
C -5.8416 0.1813 -2.1894
C -3.1648 -0.8428 -3.2289
C -4.5986 -2.3097 -0.9836
H -2.2267 5.1614 -0.6088
H -1.1464 3.7488 -0.5525
H -2.1943 4.1165 0.8294
H -5.2993 4.7503 -1.0608
H -5.2704 3.8990 0.4963
H -5.9706 3.1118 -0.9324
H -3.3719 4.0874 -3.2632
H -4.0551 2.4554 -3.3708
H -2.3075 2.6711 -3.1719
H -2.7631 2.1988 3.0335
H -4.2820 2.1998 3.9490
H -4.1236 3.1979 2.4898
H -3.0140 -0.9183 2.9213
H -4.4333 -1.6680 2.1775
H -4.5851 -0.8484 3.7457
H -6.5929 1.8826 1.1284
H -6.8296 0.9968 2.6482
H -6.7420 0.1124 1.1131
H -5.6911 1.1925 -2.5859
H -6.5176 0.2567 -1.3270
H -6.3452 -0.4125 -2.9618
H -2.9733 0.1149 -3.7293
H -3.6833 -1.4940 -3.9418
H -2.2022 -1.3124 -2.9906
H -4.9913 -2.2318 0.0368
H -3.7096 -2.9475 -0.9538
H -5.3545 -2.8104 -1.5999
N 5.7356 -2.6510 -2.2319
C 6.8304 -2.3498 -1.2293
P 5.8846 -2.1501 0.3578
O 5.7891 -3.4423 1.0700
O 4.6245 -1.4917 -0.2202
C 6.7322 -0.9589 1.4256
N 6.0294 -1.0650 2.7283
H 5.4996 -3.6382 -2.2307
H 5.9437 -2.3625 -3.1781
H 4.9038 -2.1284 -1.7998
H 7.3326 -1.4362 -1.5395
H 7.5423 -3.1664 -1.1691
H 6.6326 0.0546 1.0336
H 7.7987 -1.2014 1.4654
H 6.4573 -0.4765 3.4299
H 6.0957 -2.0254 3.0550
H 4.2990 -1.0936 2.6693

=====

16
Properties=species:S:1:pos:R:3 method="wB97M-V/def2-TZVPD" e_lumo_ev=-4.23 e_homo_ev=-8.64 total_charge=0
O 1.4482 -2.5985 -0.4020
C -0.3162 1.5119 1.2601
N -1.0413 2.2427 0.5130
C -0.5630 1.5046 -0.7330
C -0.5530 -0.0686 -0.7785
S -0.7148 -0.7332 -2.3569
H 0.7111 1.7708 1.5585
H -0.5934 0.5014 1.6081
H -1.2738 1.7820 -1.5101
H 0.4391 1.8276 -1.0174
H 0.4375 -0.4720 -0.3894
H -1.2964 -0.5484 -0.1522
H 1.0653 -1.1999 1.9639
H 0.7649 -2.6852 -1.0696
H 1.0097 -1.9430 0.2497
O 0.4763 -0.8921 1.2559

=====

84
Properties=species:S:1:pos:R:3 method="wB97M-V/def2-TZVPD" e_lumo_ev="-0.48 / -0.63" e_homo_ev="-7.50 / -8.05" total_charge=0 multiplicity=6
Mn 0.4780 -1.6298 0.0287
O 4.8013 -1.2427 -3.4986
C 3.7366 -1.1271 -4.3044
C 3.9762 -1.0031 -5.6759
C 2.9288 -0.8688 -6.5612
C 1.6089 -0.8555 -6.1091
C 1.3671 -0.9819 -4.7582
C 2.4102 -1.1203 -3.8373
C 2.0733 -1.2538 -2.4082
O 0.8594 -1.2779 -2.0474
N 3.1014 -1.3726 -1.5535
N 2.6377 -1.5184 -0.2911
C 3.4329 -1.7211 0.6835
C 2.8264 -1.8438 2.0161
C 3.5755 -2.1057 3.1540
C 2.9354 -2.1895 4.3773
C 1.5629 -2.0071 4.4364
C 0.8837 -1.7605 3.2560
N 1.4938 -1.6784 2.0785
H 4.4614 -1.3153 -2.5725
H 5.0037 -1.0152 -6.0144
H 3.1395 -0.7741 -7.6193
H 0.7891 -0.7530 -6.8067
H 0.3564 -0.9829 -4.3725
H 4.5061 -1.8161 0.5357
H 4.6452 -2.2445 3.0656
H 3.5018 -2.3973 5.2756
H 1.0216 -2.0638 5.3696
H -0.1926 -1.6278 3.2502
C -2.3896 2.2655 -0.4193
N -1.4180 1.3471 0.1817
P -1.7609 -0.3149 0.3009
C -2.7287 -0.5497 1.8152
C -3.2924 0.4928 2.5428
C -4.0049 0.2258 3.7047
C -4.1560 -1.0821 4.1420
C -3.5936 -2.1276 3.4205
C -2.8796 -1.8632 2.2627
C -2.9300 -0.7188 -1.0291
C -2.4148 -1.0921 -2.2686
C -3.2750 -1.4013 -3.3123
C -4.6481 -1.3435 -3.1239
C -5.1659 -0.9759 -1.8888
C -4.3103 -0.6670 -0.8434
P 0.3199 1.5070 -0.0346
C 0.4863 3.2220 -0.6327
C 0.6796 3.4055 -1.9987
C 0.7916 4.6855 -2.5268
C 0.7148 5.7861 -1.6883
C 0.5321 5.6116 -0.3206
C 0.4213 4.3356 0.2063
C 0.9062 1.6612 1.6964
C 2.2812 1.5499 1.8990
C 2.8096 1.5914 3.1789
C 1.9647 1.7299 4.2737
C 0.5953 1.8358 4.0813
C 0.0678 1.8028 2.7963
H -3.3653 2.1275 0.0481
H -2.5071 2.0962 -1.4929
H -2.0766 3.2946 -0.2565
H -3.1727 1.5165 2.2092
H -4.4434 1.0393 4.2684
H -4.7116 -1.2866 5.0481
H -3.7057 -3.1492 3.7592
H -2.4469 -2.6822 1.7003
H -1.3428 -1.1525 -2.4220
H -2.8700 -1.7045 -4.2689
H -5.3167 -1.5959 -3.9368
H -6.2367 -0.9396 -1.7357
H -4.7212 -0.4034 0.1242
H 0.7478 2.5396 -2.6482
H 0.9448 4.8202 -3.5894
H 0.8055 6.7843 -2.0970
H 0.4819 6.4722 0.3339
H 0.2942 4.2009 1.2741
H 2.9379 1.4137 1.0447
H 3.8786 1.5038 3.3260
H 2.3742 1.7499 5.2757
H -0.0654 1.9395 4.9331
H -0.9993 1.8765 2.6428
Cl -2.2791 -4.5266 -0.4240
Si -0.3104 -4.0549 0.1499
Cl -0.2684 -4.8202 2.1293
Cl 0.8499 -5.4304 -0.9079

=====

14
Properties=species:S:1:pos:R:3 method="wB97M-V/def2-TZVPD" e_lumo_ev=1.01 e_homo_ev=-10.38 total_charge=0 smiles="CCOC(C)=O"
C -1.9466 -0.5207 0.4174
C -1.2351 0.6120 -0.3067
O 0.1223 0.7810 0.1416
C 1.0009 -0.1165 -0.3385
C 2.4066 0.1464 0.1369
O 0.6933 -1.0333 -1.0647
H -1.2955 -1.3954 0.4783
H -2.2518 -0.2299 1.4268
H -2.8395 -0.8153 -0.1438
H -1.2224 0.4366 -1.3855
H -1.7063 1.5773 -0.1072
H 2.5130 1.1382 0.5778
H 3.0845 0.0305 -0.7119
H 2.6764 -0.6109 0.8794

=====

12
Properties=species:S:1:pos:R:3 method="wB97M-V/def2-TZVPD" e_lumo_ev=0.81 e_homo_ev=-10.23 total_charge=0 smiles=C[C@@H](F)CO
C 0.8234 1.0901 -0.0129
C 0.5520 -0.5462 -0.4097
F 1.5805 -1.3824 -0.1057
C -0.7935 -0.8496 0.3360
O -1.8781 -0.5191 -0.3662
H 1.3324 1.5246 -0.8042
H 1.3863 0.9919 0.8845
H -0.0511 1.6465 0.1846
H 0.4369 -0.7619 -1.4263
H -0.7824 -0.0128 1.1683
H -0.7118 -1.6267 1.0475
H -1.8944 0.4457 -0.4960

=====

62
Properties=species:S:1:pos:R:3 method="wB97M-V/def2-TZVPD" e_lumo_ev=0.32 e_homo_ev=-9.54 total_charge=0
C 3.0125 -4.3345 -0.7983
O 4.4139 -4.2057 -1.0099
H 2.7025 -3.6557 -0.0041
H 2.3937 -4.4091 -1.6885
H 2.9316 -5.3680 -0.4209
H 4.8947 -4.4748 -0.2279
C 0.7018 3.6193 3.0006
O 0.8499 3.5624 1.5906
H 0.3963 2.6072 3.3016
H 1.6356 3.7798 3.5345
H -0.0603 4.3433 3.2907
H -0.0185 3.4190 1.1914
C -2.6737 -2.9104 -2.4835
O -2.3024 -1.7232 -1.7935
H -3.7675 -2.8912 -2.5012
H -2.4143 -2.8675 -3.5420
H -2.3385 -3.8046 -1.9584
H -1.3655 -1.6117 -1.9980
C -2.2362 -0.2034 4.3448
O -3.6648 -0.2920 4.3626
H -1.9338 -0.2410 3.2948
H -1.8801 0.6962 4.8391
H -1.8675 -1.0703 4.9003
H -3.8705 -1.1059 3.8958
C 1.1998 3.7072 -2.1938
O 0.2891 2.9047 -2.9573
H 2.2093 3.5705 -2.5981
H 0.9937 4.7548 -2.4085
H 1.1664 3.4794 -1.1312
H 0.4494 1.9716 -2.7010
C 1.3240 -2.3502 -4.0980
O 0.2842 -2.1202 -3.1622
H 2.2108 -2.7238 -3.5628
H 1.0320 -3.1929 -4.7238
H 1.6323 -1.4291 -4.5933
H 0.4544 -1.2107 -2.7733
C 4.0031 -2.2153 2.5213
O 3.6934 -0.8530 2.8254
H 3.5456 -2.3863 1.5345
H 5.0792 -2.3640 2.4826
H 3.3233 -2.7884 3.1503
H 4.2592 -0.2863 2.2938
C -3.9669 2.0147 1.0903
S -3.3449 3.6320 0.5387
O -1.8418 3.6167 0.7566
C -3.5544 3.3641 -1.2381
H -4.9995 2.0305 1.4311
H -3.3286 1.7578 1.9402
H -3.7930 1.1818 0.4091
H -3.6008 2.3435 -1.6205
H -2.7419 3.8505 -1.7757
H -4.5229 3.8024 -1.4911
C 1.6427 -0.9063 0.0369
S 0.9114 0.5813 -0.7494
O 0.8048 0.2253 -2.2144
C -0.6855 0.6244 0.1194
H 2.7074 -0.8332 -0.1629
H 1.1079 -1.8075 -0.2563
H 1.5130 -0.8174 1.1184
H -0.7437 -0.2827 0.7189
H -1.5492 0.8413 -0.5045
H -0.7020 1.4544 0.8283

=====

15
Properties=species:S:1:pos:R:3 method="wB97M-V/def2-TZVPD" e_lumo_ev="-0.31 / -0.32" e_homo_ev="-8.13 / -8.10" total_charge=0 smiles="CC(C)NC=O"
C -1.4210 0.1521 0.9205
C -0.2474 -0.3736 0.1051
C -0.5263 -0.4512 -1.3860
N 0.8455 0.5367 0.2552
C 2.1867 0.1776 -0.1191
O 2.4052 -0.2708 1.0248
H -2.2987 -0.4809 0.7753
H -1.6810 1.1696 0.6032
H -1.1903 0.1685 1.9932
H 0.0298 -1.3783 0.4787
H 0.4061 -0.6981 -1.9101
H -0.8910 0.5142 -1.7552
H -1.2713 -1.2177 -1.6021
H 0.8625 1.1051 1.1026
H 2.7911 1.0469 -0.4861

=====

14
Properties=species:S:1:pos:R:3 method="wB97M-V/def2-TZVPD" e_lumo_ev=0.24 e_homo_ev=-9.26 total_charge=0 smiles="C/N=N/c1cn[nH]c1"
C 1.2739 -1.7723 1.9995
N 0.7483 -0.4719 1.3869
N 0.2713 -0.8424 0.2336
C -0.3553 0.2002 -0.4802
C -0.7814 -0.0222 -1.8422
N -1.2817 1.1131 -2.3685
N -1.1425 2.0340 -1.4147
C -0.5669 1.5579 -0.2576
H 1.2458 -2.4864 1.1026
H 0.5916 -1.9586 2.8215
H 2.3326 -1.6011 2.2597
H -0.7035 -0.9559 -2.3984
H -1.2750 3.0403 -1.6595
H -0.3571 2.1654 0.6173

=====

6
Properties=species:S:1:pos:R:3 method="wB97M-V/def2-TZVPD" e_lumo_ev=-1.49 e_homo_ev=-12.35 total_charge=0
C -1.6536 -0.6303 -0.8037
O -1.2881 -0.5251 -1.8838
O 2.2663 1.2642 1.6729
O 1.3971 -0.3814 0.1622
O -2.0777 -0.7222 0.2733
S 1.3560 0.9947 0.5791

=====

31
Properties=species:S:1:pos:R:3 method="wB97M-V/def2-TZVPD" e_lumo_ev=0.31 e_homo_ev=-10.83 total_charge=0 smiles=ClC(Cl)Cl.ClC(Cl)Cl.ClC(Cl)Cl.ClCCCl.ClCCCl
Cl 25.4088 -33.0331 10.5364
C 24.0900 -31.8910 10.8749
Cl 24.2840 -30.3686 9.9572
Cl 24.0527 -31.5895 12.6135
H 23.1915 -32.3695 10.4852
Cl 20.6315 -33.2648 9.9046
C 20.6883 -34.9300 10.6544
Cl 22.2959 -35.2906 11.1908
Cl 20.3046 -36.1867 9.5002
H 19.9808 -34.9826 11.4819
Cl 29.8810 -32.2661 12.2184
C 28.7117 -32.1571 10.9060
Cl 29.5131 -32.5512 9.3412
Cl 27.7770 -30.6211 10.9368
H 27.9556 -32.9228 11.0797
Cl 22.9164 -33.9046 7.5694
C 23.9282 -35.3084 7.0749
C 24.5582 -35.8986 8.3383
Cl 25.2975 -37.4859 7.9015
H 24.6754 -35.0335 6.3304
H 23.2001 -36.0047 6.6587
H 23.7981 -35.9934 9.1138
H 25.3998 -35.3421 8.7507
Cl 24.2649 -29.1477 6.0664
C 22.4331 -29.3086 6.0358
C 22.0225 -30.6436 6.6945
Cl 20.2728 -30.7816 6.7682
H 22.1105 -29.3466 4.9953
H 22.0802 -28.3880 6.5007
H 22.3845 -30.6153 7.7223
H 22.4352 -31.5054 6.1701

=====

80
Properties=species:S:1:pos:R:3 method="wB97M-V/def2-TZVPD" e_lumo_ev="-7.21 / -7.21" e_homo_ev="-11.37 / -11.37" total_charge=+2
In 0.1838 2.0465 -1.5052
P -2.1304 1.3308 -2.2514
C -2.1786 2.1687 -3.8875
C -0.8371 2.2169 -4.5962
N 0.2949 2.1172 -3.8795
C 1.4733 1.8606 -4.4756
C 1.6086 2.0389 -5.8518
C 0.4746 2.3229 -6.6119
C -0.7632 2.3838 -5.9780
C 2.6380 1.3681 -3.6363
P 2.0999 0.5031 -2.1104
H -1.6912 2.5551 -6.5168
H 2.5974 1.9221 -6.2831
H 0.5561 2.4795 -7.6838
H 3.2492 0.6562 -4.2109
H 3.2858 2.2088 -3.3422
H -2.8738 1.6705 -4.4676
H -2.5511 3.1914 -3.7103
H -1.3012 -3.7438 -4.4222
O -0.8769 -2.9166 -4.3831
H -0.7221 -2.6809 -5.3135
H 0.5066 -3.0832 0.2644
O 0.1224 -2.2382 0.1729
H -0.5675 -2.3286 -0.5160
C 1.6303 -1.1373 -2.7147
H 2.4134 -1.4975 -3.3986
H 1.5342 -1.8305 -1.8678
H 0.6800 -1.1267 -3.2613
C 3.5555 0.2634 -1.0635
H 3.3258 -0.4794 -0.2832
H 4.3998 -0.0969 -1.6717
H 3.8354 1.2104 -0.5796
C -3.5991 1.8916 -1.3535
H -4.4345 1.2057 -1.5538
H -3.3970 1.9036 -0.2731
H -3.8688 2.9064 -1.6773
C -2.4037 -0.4257 -2.6132
H -2.1613 -1.0187 -1.7181
H -3.4709 -0.5747 -2.8402
H -1.7937 -0.7996 -3.4475
C -3.3592 0.0293 2.3186
Si -2.0371 -1.1697 2.9267
C -2.0918 -1.1180 4.8093
C -2.5358 -2.8885 2.3451
Si 0.0534 -0.7373 1.9959
Si 0.3722 1.5194 2.5869
C 0.5202 1.6685 4.4611
C 1.9712 2.1642 1.8287
C -1.0136 2.6737 2.0524
Si 1.7313 -1.8568 3.1691
C 1.0976 -2.5934 4.7841
C 2.4425 -3.3107 2.1823
C 3.2182 -0.7497 3.5224
H -4.3333 -0.4378 2.5296
H -3.2926 0.2100 1.2377
H -3.3290 0.9903 2.8456
H -3.1436 -1.2839 5.0874
H -1.4869 -1.8991 5.2831
H -1.7867 -0.1474 5.2187
H -2.7660 -2.8920 1.2705
H -1.7736 -3.6514 2.5510
H -3.4516 -3.1594 2.8917
H 1.0505 0.8493 4.9595
H 1.0785 2.5956 4.6544
H -0.4673 1.7708 4.9264
H 1.7708 2.7396 0.9143
H 2.4339 2.8463 2.5563
H 2.6942 1.3770 1.5870
H -1.0333 2.8355 0.9653
H -2.0042 2.3297 2.3627
H -0.8248 3.6471 2.5294
H 0.1901 -3.1927 4.6416
H 1.8836 -3.2593 5.1709
H 0.8917 -1.8282 5.5414
H 2.6780 -3.0764 1.1348
H 3.3918 -3.5959 2.6604
H 1.7884 -4.1935 2.2156
H 3.7427 -0.4839 2.5946
H 2.9738 0.1734 4.0593
H 3.9129 -1.3389 4.1418

=====

Calculated values (eV/Å) of maximum force for the records, taken in order: 2.09; 1.21; 2.23; 0.40; 0.45; 6.83; 2.81; 6.47; 4.26; 2.40; 1.64; 2.86.